{
  "formula": "C45H36Br4NO5P3V",
  "method": "ωB97M-V/def2-TZVPD",
  "elements": ["V", "Br", "C", "C", "Br", "C", "Br", "C", "O", "C", "O", "C", "Br", "N", "P", "C", "C", "C", "C", "C", "C", "C", "C", "C", "C", "C", "C", "P", "C", "C", "C", "C", "C", "C", "C", "C", "C", "C", "C", "C", "H", "H", "H", "H", "H", "H", "H", "H", "H", "H", "H", "H", "H", "H", "H", "H", "H", "H", "H", "H", "H", "O", "C", "O", "C", "P", "C", "C", "C", "C", "C", "C", "C", "C", "C", "C", "C", "C", "H", "H", "H", "H", "H", "H", "H", "H", "H", "H", "H", "H", "C", "O", "H", "H", "H"],
  "xyz": [[-1.457, 1.103, 0.550], [1.986, 4.670, 6.174], [0.908, 3.578, 5.075], [-0.391, 3.247, 5.452], [-1.078, 3.811, 7.119], [-1.178, 2.495, 4.588], [-2.953, 2.021, 5.028], [-0.725, 2.026, 3.337], [-1.561, 1.386, 2.567], [0.643, 2.252, 3.032], [1.313, 1.731, 1.984], [1.398, 3.080, 3.870], [3.157, 3.479, 3.301], [0.758, 1.132, -1.325], [1.121, 0.914, 0.427], [2.816, 1.666, 0.080], [3.960, 1.112, 0.660], [5.217, 1.664, 0.454], [5.362, 2.807, -0.321], [4.235, 3.385, -0.887], [2.982, 2.815, -0.688], [1.737, -0.784, 0.924], [0.876, -1.434, 1.914], [0.731, -2.923, 2.155], [1.419, -3.825, 1.200], [2.136, -3.265, 0.235], [1.906, -1.832, -0.206], [-0.890, 0.954, -1.866], [-1.317, -0.492, -2.691], [-1.045, -0.922, -4.032], [-1.277, -2.179, -4.486], [-1.777, -3.287, -3.608], [-2.420, -2.845, -2.279], [-1.845, -1.519, -1.764], [-0.987, 2.251, -3.164], [-0.003, 3.216, -3.367], [-0.120, 4.152, -4.390], [-1.232, 4.139, -5.219], [-2.227, 3.190, -5.016], [-2.107, 2.257, -3.997], [1.509, 1.116, -2.012], [3.857, 0.233, 1.285], [6.086, 1.205, 0.911], [6.340, 3.248, -0.473], [4.326, 4.284, -1.484], [2.120, 3.291, -1.133], [0.162, -1.307, 1.080], [1.106, -3.168, 3.153], [1.491, -4.885, 1.422], [2.769, -3.870, -0.404], [2.742, -1.504, -0.828], [-0.668, -0.189, -4.742], [-1.073, -2.415, -5.526], [-2.420, -3.956, -4.181], [-3.498, -2.969, -2.182], [-2.584, -1.024, -1.152], [0.868, 3.234, -2.726], [0.663, 4.885, -4.539], [-1.323, 4.863, -6.019], [-3.096, 3.171, -5.662], [-2.873, 1.507, -3.843], [-5.127, -0.603, 0.153], [-3.971, -0.639, 0.483], [-3.191, 0.423, 0.593], [-3.267, -1.957, 0.848], [-1.444, -1.704, 0.771], [-0.793, -2.535, 2.384], [-1.604, -3.376, 3.305], [-1.409, -3.261, 4.621], [-0.459, -2.292, 5.200], [0.134, -1.345, 4.470], [-0.181, -1.198, 3.019], [-0.783, -2.347, -0.843], [0.693, -1.953, -1.232], [1.258, -2.776, -2.362], [0.682, -3.796, -2.973], [-0.732, -4.153, -2.742], [-1.386, -3.654, -1.430], [-3.676, -2.774, 0.260], [-3.486, -2.135, 1.903], [-2.306, -4.101, 2.905], [-1.967, -3.888, 5.309], [-0.280, -2.340, 6.269], [0.768, -0.597, 4.935], [-0.788, -0.308, 2.883], [0.598, -0.957, -1.646], [2.259, -2.477, -2.669], [1.204, -4.300, -3.782], [-0.905, -5.220, -2.891], [-1.665, -4.432, -0.718], [-0.529, 4.005, 0.230], [-0.953, 2.666, 0.389], [-1.034, 4.620, 0.971], [-0.779, 4.355, -0.768], [0.546, 4.077, 0.387]],
  "lowdin_charge": [0.82, 0.68, -0.77, -0.76, 0.69, -0.63, 0.77, -0.40, -0.26, -0.30, -0.28, -0.62, 0.81, -0.36, 0.93, -0.26, -0.11, -0.10, -0.11, -0.09, -0.11, -0.14, -0.27, -0.19, -0.03, -0.04, -0.23, 0.94, -0.41, -0.13, -0.10, -0.19, -0.14, -0.29, -0.31, -0.10, -0.09, -0.10, -0.09, -0.09, 0.06, 0.10, 0.10, 0.09, 0.10, 0.07, -0.02, 0.15, 0.10, 0.11, 0.13, 0.10, 0.08, 0.12, 0.14, 0.06, 0.07, 0.10, 0.10, 0.10, 0.11, 0.09, -0.65, -0.23, -0.18, 1.16, -0.32, -0.07, -0.08, -0.08, -0.03, -0.19, -0.28, -0.21, -0.06, -0.06, -0.19, -0.14, 0.09, 0.09, 0.10, 0.09, 0.10, 0.12, 0.09, 0.07, 0.12, 0.11, 0.13, 0.13, -0.08, -0.43, 0.10, 0.08, 0.08],
  "s2": 2.1461,
  "gap_ev": [6.0, 5.9],
  "spin_multiplicity": 3,
  "relative_energy_kcal_mol": 306.2,
  "total_charge": -1
}